# 1
14
Properties=species:S:1:pos:R:3 method="wB97M-V/def2-TZVPD" charge=0 homo_lumo_gap_ha=0.30196 de_lowest_ev=4.900 homo_ev=-7.36 mol_weight_g_mol=102.112
F -0.5533 2.1671 -1.0931
N 0.8157 0.4824 -0.3043
N 0.5457 0.5669 0.9454
C 1.1925 -0.4242 1.7482
C 0.3144 1.1653 -1.3012
C -1.9331 -1.2200 -0.5850
C -2.3394 -0.1460 -0.9115
H -1.5722 -2.1609 -0.2888
H 1.5002 -0.2306 -0.6286
H 1.2469 -0.0450 2.7645
H 2.2080 -0.6557 1.3917
H 0.6681 1.0590 -2.3080
H 0.6146 -1.3560 1.7596
H -2.7084 0.7977 -1.1889


# 2
14
Properties=species:S:1:pos:R:3 method="wB97M-V/def2-TZVPD" charge=0 homo_lumo_gap_ha=0.35975 de_lowest_ev=1.614 homo_ev=-8.85 smiles="C=C/C(CF)=N/N" mol_weight_g_mol=102.112
F -0.2708 -2.0807 -0.7838
N 1.9287 -0.5721 -1.4645
N 1.0852 0.4339 -1.0236
C -1.5009 1.3948 1.3349
C 0.1567 0.2086 -0.2088
C -0.5548 1.3782 0.4065
C -0.1998 -1.2060 0.2688
H -1.6666 0.4729 1.9139
H 2.3575 -0.2670 -2.3274
H -0.2373 2.2812 -0.0826
H 1.5025 -1.4807 -1.6044
H 0.5183 -1.6092 0.9738
H -1.1339 -1.2405 0.8349
H -1.9850 2.2868 1.7623


# 3
15
Properties=species:S:1:pos:R:3 method="wB97M-V/def2-TZVPD" charge=0 homo_lumo_gap_ha=0.34648 de_lowest_ev=2.520 homo_ev=-8.69 mol_weight_g_mol=118.111
F -0.0006 -1.5257 0.2780
O -1.7298 1.5250 0.1165
N 2.1484 0.7079 -0.2796
N -2.6132 -0.7476 -0.3109
C -0.2004 -0.1242 0.1824
C 2.9112 -0.4268 -0.0488
C 0.7635 0.7933 -0.0237
C -1.6306 0.2510 0.0759
H 2.3768 -1.1748 -0.6345
H -2.4214 -1.7398 -0.5194
H 2.4239 1.5247 0.4343
H 3.9738 -0.3939 -0.5933
H -3.5507 -0.3851 -0.2069
H 3.0150 -0.7996 0.9425
H 0.2179 1.8182 0.1616


# 4
15
Properties=species:S:1:pos:R:3 method="wB97M-V/def2-TZVPD" charge=+1 homo_lumo_gap_ha="0.11791 / 0.30846" de_lowest_ev=2.567 homo_ev="-8.19 / -13.60" spin_multiplicity=3 s_squared=2.019 mol_weight_g_mol=116.119
F -0.2697 1.9177 -1.3393
N -0.0956 -2.4999 -1.8514
N 0.0194 0.6535 1.9862
N 1.5921 -0.6704 -2.0864
C -0.4877 1.1658 -0.2561
C 0.7560 -1.5164 -1.9392
C 0.1870 1.3558 0.8460
C -0.7487 0.8800 2.9040
H -0.0066 -3.3148 -2.5343
H 2.3702 -0.0822 -1.8256
H -0.5296 0.3627 3.8815
H 0.9579 2.1075 0.9153
H -1.2599 0.4687 -0.1931
H -1.6184 1.5574 2.6811
H -0.8665 -2.3852 -1.1886


# 5
14
Properties=species:S:1:pos:R:3 method="wB97M-V/def2-TZVPD" charge=+1 homo_lumo_gap_ha="0.28725 / 0.28737" de_lowest_ev=4.268 homo_ev="-15.34 / -15.34" mol_weight_g_mol=104.104
F -3.4493 0.6446 -0.2752
O 0.5397 1.3048 -1.0726
N 0.4431 1.0403 0.2301
C 0.4505 -0.3221 0.4433
C -1.5787 1.6898 0.8691
C -0.1332 -1.2985 -0.5417
C -2.6364 1.4449 0.3581
H 1.4180 -0.7893 0.3636
H 0.1559 -2.3002 -0.3070
H -1.2116 -1.0948 -0.7187
H -1.0159 2.1667 1.5699
H 0.2618 -1.3324 -1.5429
H 0.6730 2.3001 -1.2948
H 0.0677 -0.4971 1.5344


# 6
13
Properties=species:S:1:pos:R:3 method="wB97M-V/def2-TZVPD" charge=+2 homo_lumo_gap_ha="0.22874 / 0.31287" de_lowest_ev=0.236 homo_ev="-19.89 / -21.12" mol_weight_g_mol=140.822
Ga 0.5997 -2.4767 1.6675
O 0.7730 -0.9857 1.2123
C 0.4219 1.4317 0.4945
C -1.1274 -0.2067 -0.2813
C 0.0659 -0.5990 -1.1473
C 0.3596 -0.1373 0.2437
H -1.7022 -1.0333 0.1481
H 0.3208 0.0734 -1.9700
H -1.7483 0.6020 -0.6736
H 0.2084 -1.6674 -1.3271
H 1.5913 1.2797 0.4744
H 0.1492 2.0642 -0.3612
H 0.0881 1.6552 1.5200


# 7
15
Properties=species:S:1:pos:R:3 method="wB97M-V/def2-TZVPD" charge=+1 homo_lumo_gap_ha="0.30865 / 0.26984" de_lowest_ev=0.027 homo_ev="-14.35 / -12.83" mol_weight_g_mol=303.687
Hg 3.1383 0.4419 -0.2175
O 1.1498 0.2602 -0.0141
O 2.5192 -1.3954 -0.0825
O 0.2063 -2.0508 -0.0660
C -0.8075 1.6646 -0.4424
C 0.0444 0.9915 0.6013
C 1.2989 -1.1092 0.0194
C -1.2084 -1.9643 -0.3769
H -1.3021 0.9174 -1.0751
H 0.5207 1.7176 1.2695
H -1.5754 2.2590 0.0718
H -0.2070 2.3384 -1.0673
H -1.5648 -3.0002 -0.2317
H -1.6950 -1.3472 0.4021
H -0.5174 0.2766 1.2092


# 8
13
Properties=species:S:1:pos:R:3 method="wB97M-V/def2-TZVPD" charge=+1 homo_lumo_gap_ha=0.36330 de_lowest_ev=1.747 homo_ev=-14.55 smiles="C[C@@H]1C/[N+]1=C/I" mol_weight_g_mol=196.011
I 2.4007 1.3566 2.5233
N 0.3340 -0.2666 1.1904
C 0.6851 0.2147 2.2967
C -0.7608 -0.9947 0.3764
C 0.4736 -0.3860 -0.2231
C 0.3803 0.8766 -1.0416
H 1.3696 1.2486 -1.2992
H -0.1492 0.6584 -1.9656
H -0.8274 -2.0546 0.5696
H -0.1632 1.6539 -0.5054
H 0.0888 0.0424 3.1896
H -1.6941 -0.4531 0.3199
H 1.2670 -1.0629 -0.5328


# 9
14
Properties=species:S:1:pos:R:3 method="wB97M-V/def2-TZVPD" charge=+1 homo_lumo_gap_ha="0.41200 / 0.24876" de_lowest_ev=0.000 homo_ev="-14.08 / -14.58" spin_multiplicity=3 s_squared=2.010 mol_weight_g_mol=212.010
I -3.7780 -0.2521 0.2149
O -1.0780 2.1030 0.3478
N -1.0047 -0.2137 0.3877
C -0.5205 0.9476 0.2526
C 0.8671 0.7029 -0.3562
C -0.2837 -1.4447 0.1407
C 1.1724 -0.8198 -0.0296
H 1.6860 1.3640 0.0785
H 1.7289 -1.1717 -0.8906
H 0.8845 0.8183 -1.4283
H 1.9678 -0.7637 0.8747
H -0.5520 2.8706 0.0881
H -0.3537 -2.1868 0.9809
H -0.7360 -1.9539 -0.6613


# 10
15
Properties=species:S:1:pos:R:3 method="wB97M-V/def2-TZVPD" charge=+1 homo_lumo_gap_ha=0.30077 de_lowest_ev=5.357 homo_ev=-12.63 mol_weight_g_mol=228.009
I -2.9027 0.2882 0.1418
O 1.1371 -2.2111 0.4213
O 0.9151 0.0356 0.5112
N -0.5340 -1.3278 -0.7615
C -1.4582 -0.1455 -1.2280
C 0.2612 -1.1918 0.4738
C 0.6569 2.3837 0.1022
C 0.3788 1.0512 -0.0974
H 1.2731 -2.6386 1.3036
H -1.0729 -2.1608 -0.9025
H -0.3475 -1.1870 1.3892
H 0.0606 -1.2342 -1.6269
H 0.7489 2.8630 -0.9304
H 1.4139 2.7040 0.7846
H -0.5303 2.7711 0.4190


# 11
13
Properties=species:S:1:pos:R:3 method="wB97M-V/def2-TZVPD" charge=0 homo_lumo_gap_ha=0.36491 de_lowest_ev=1.360 homo_ev=-9.23 smiles=C[C@@H]1C[C@H](I)O1 mol_weight_g_mol=198.003
I 3.3219 0.1213 -0.0152
O 0.7977 -0.9185 -1.2002
C -0.2493 -0.1912 -0.3516
C -0.3186 1.3342 -0.5593
C 1.6102 -1.2134 -0.1290
C 0.4931 -0.8917 0.8581
H -0.3881 1.9979 0.3796
H 2.1425 -2.1760 0.0143
H 0.1259 -1.8688 1.2620
H -1.1227 -0.7090 -0.5164
H 0.5646 1.7235 -1.1008
H 0.8704 -0.1968 1.6915
H -1.2516 1.5229 -1.1061


# 12
16
Properties=species:S:1:pos:R:3 method="wB97M-V/def2-TZVPD" charge=0 homo_lumo_gap_ha=0.31254 de_lowest_ev=1.980 homo_ev=-8.69 mol_weight_g_mol=278.136
I -0.7346 1.5310 -1.4146
S -0.8243 -2.4408 0.2084
S 1.2691 -0.5013 0.8695
O -2.8814 0.2460 0.1485
O 2.0911 0.4540 -0.2429
C 2.5456 -0.0912 -1.4589
C -1.8089 1.0166 0.2587
C 0.3896 -1.3792 -0.1600
C -1.3883 1.4430 1.4452
H 2.9263 0.8543 -1.9042
H 3.1729 -0.9322 -1.1289
H -2.0170 1.2169 2.2213
H -0.5952 2.0459 1.5419
H -1.0268 -2.4494 1.7252
H -2.7124 -0.6515 -0.0276
H 1.5942 -0.3622 -2.0814


# 13
13
Properties=species:S:1:pos:R:3 method="wB97M-V/def2-TZVPD" charge=-1 homo_lumo_gap_ha="0.21182 / 0.21163" de_lowest_ev=0.066 homo_ev="-3.08 / -3.07" spin_multiplicity=2 s_squared=0.754 mol_weight_g_mol=110.197
K -1.1183 -3.9659 1.4257
O -0.7574 -1.1703 1.6287
C 0.3168 -0.0993 -0.2176
C 0.0291 2.4038 -0.6135
C 0.7912 1.1615 -0.9095
C -0.3909 -0.1232 0.9403
H -0.8213 -6.1822 0.8941
H 0.6806 -1.0498 -0.6294
H -0.7320 0.8579 1.3306
H -0.7787 2.5667 0.1028
H 0.7655 0.9811 -2.0040
H 0.1523 3.2844 -1.2468
H 1.8633 1.3354 -0.7015


# 14
12
Properties=species:S:1:pos:R:3 method="wB97M-V/def2-TZVPD" charge=0 homo_lumo_gap_ha=0.36875 de_lowest_ev=2.599 homo_ev=-8.97 smiles=C#CCNC mol_weight_g_mol=69.107
N 0.1352 -0.3592 -0.6247
C 1.3441 -0.1793 -1.3712
C 0.1182 -0.0556 0.7599
C -1.2610 0.0237 1.2459
C -2.4166 0.1864 1.6422
H -0.5844 0.2651 -1.0466
H 2.1957 -0.7203 -0.8203
H 0.6330 -0.7720 1.3745
H 1.2023 -0.6349 -2.3610
H 0.4845 0.9975 0.9223
H 1.6180 0.9260 -1.6081
H -3.4691 0.3227 1.8871


# 15
12
Properties=species:S:1:pos:R:3 method="wB97M-V/def2-TZVPD" charge=0 homo_lumo_gap_ha=0.45500 de_lowest_ev=1.160 homo_ev=-11.51 smiles=CCCC#N mol_weight_g_mol=69.107
N 2.7822 -0.4995 -0.1024
C 0.5037 0.9382 0.2022
C -0.8883 -1.0413 0.1254
C 1.8296 0.1504 0.0687
C -0.6778 0.3351 -0.5766
H 0.8900 1.8580 -0.0184
H -0.3816 0.1700 -1.5710
H -0.6261 -1.0217 1.2410
H -1.8773 -1.2886 -0.0431
H 0.1154 1.0595 1.3094
H -1.3827 1.0994 -0.3707
H -0.2873 -1.7594 -0.2646


# 16
12
Properties=species:S:1:pos:R:3 method="wB97M-V/def2-TZVPD" charge=0 homo_lumo_gap_ha=0.37579 de_lowest_ev=3.188 homo_ev=-9.17 smiles=C#CCNC mol_weight_g_mol=69.107
N 0.4092 -0.5162 -0.1023
C -1.8118 0.1352 -0.0726
C -0.4576 0.6897 -0.0718
C 1.9250 -0.2036 0.1030
C -2.9380 -0.3610 0.0818
H -3.9601 -0.8642 0.3160
H 2.3653 0.3765 -0.6842
H 2.6098 -1.0843 0.1956
H -0.2331 1.4140 -0.9058
H 0.2145 -0.9405 -0.9795
H -0.1486 1.0141 1.0239
H 2.0254 0.3402 1.0959


# 17
12
Properties=species:S:1:pos:R:3 method="wB97M-V/def2-TZVPD" charge=+1 homo_lumo_gap_ha="0.37676 / 0.26957" de_lowest_ev=0.919 homo_ev="-15.08 / -15.13" spin_multiplicity=2 s_squared=0.766 mol_weight_g_mol=69.107
N -0.1788 -0.1428 1.4040
C -0.4588 1.7732 0.1086
C 0.0981 -0.4338 -0.9873
C 0.6893 -1.6179 -0.9347
C -0.1877 0.4418 0.1605
H -0.7699 0.2328 2.1498
H 0.7109 -2.2025 -0.0224
H 0.0656 0.1771 -1.8882
H -0.4337 2.3107 -0.8313
H 1.0687 -2.1090 -1.8185
H 0.5275 -0.8272 1.6523
H -0.7818 2.3319 0.9776


# 18
13
Properties=species:S:1:pos:R:3 method="wB97M-V/def2-TZVPD" charge=+1 homo_lumo_gap_ha=0.33404 de_lowest_ev=5.987 homo_ev=-15.90 smiles="C[C@@H]1C[C@]12N=[NH+]2" mol_weight_g_mol=83.114
N -2.5670 -0.0793 -0.4607
N -2.3384 -0.6907 0.5849
C -1.2611 0.1095 0.1126
C 0.1107 0.0127 -0.3767
C 1.0829 -0.9769 0.2035
C -0.3744 1.2112 0.4668
H 2.0998 -0.6676 -0.0326
H -0.5065 2.1704 -0.0115
H 0.9384 -1.9640 -0.2369
H -0.0435 1.2750 1.4934
H -3.3387 0.0741 -1.1031
H 0.2586 0.1950 -1.4349
H 0.9821 -1.0575 1.2824